{
  "formula": "C39H38N2O2PtS2",
  "method": "ωB97M-V/def2-TZVPD",
  "e_lumo_ev": [-0.16, -1.07],
  "total_energy_ev": -73050.53939,
  "homo_energy_ev": [-7.78, -8.18],
  "spin_multiplicity": 3,
  "homo_lumo_gap_ha": [0.2801, 0.2614],
  "s2": 2.00,
  "species": ["Pt", "C", "C", "C", "C", "C", "C", "C", "C", "S", "C", "N", "C", "C", "C", "C", "C", "C", "C", "C", "H", "H", "H", "H", "H", "H", "H", "H", "H", "H", "H", "H", "H", "H", "H", "H", "C", "C", "C", "C", "C", "C", "C", "C", "C", "C", "O", "O", "H", "H", "H", "H", "H", "H", "H", "H", "H", "H", "H", "N", "S", "C", "C", "C", "C", "C", "C", "C", "C", "C", "C", "C", "C", "H", "H", "H", "H", "H", "H", "H", "H", "H", "H", "H"],
  "xyz": [[0.64262, -1.09025, -0.07278], [-1.18223, 3.88336, 5.17988], [-1.06018, 2.35392, 5.16817], [-1.17551, 1.80481, 6.59403], [-2.23972, 1.81081, 4.36113], [0.28294, 1.95993, 4.58579], [1.45995, 2.44431, 5.17224], [2.70831, 2.13741, 4.67393], [2.79860, 1.32782, 3.55511], [4.19810, 0.78259, 2.67618], [3.11742, -0.04460, 1.55834], [1.85682, 0.07780, 1.83025], [1.63209, 0.82863, 2.94601], [0.38547, 1.14017, 3.47870], [3.60922, -0.77443, 0.42010], [4.98240, -0.88667, 0.19845], [5.45654, -1.57544, -0.89516], [4.55860, -2.17480, -1.76292], [3.19443, -2.07095, -1.53895], [2.67396, -1.36308, -0.45852], [-2.16005, 4.16143, 5.56398], [-1.08767, 4.27830, 4.17020], [-0.42904, 4.35274, 5.80540], [-2.13221, 2.09624, 7.01933], [-0.38702, 2.18189, 7.23877], [-1.12353, 0.71854, 6.58166], [-3.16493, 2.13826, 4.82741], [-2.24427, 0.72499, 4.34099], [-2.22451, 2.19682, 3.34553], [1.40422, 3.07858, 6.04376], [3.59575, 2.53080, 5.14168], [-0.47068, 0.71639, 2.99237], [5.66872, -0.43318, 0.90003], [6.51934, -1.65406, -1.06598], [4.92641, -2.73011, -2.61360], [2.53277, -2.56410, -2.23661], [-5.03791, 1.22510, -2.53493], [-4.32446, 0.15816, -1.76433], [-4.28881, -1.14717, -2.23074], [-3.57447, -2.13569, -1.56929], [-3.59690, -3.55230, -2.04758], [-2.85819, -1.79504, -0.42445], [-2.93032, -0.50388, 0.09050], [-2.16622, -0.15272, 1.32631], [-3.66398, 0.46516, -0.58358], [-2.01368, -2.85566, 0.28381], [-2.57824, -3.71588, 0.93397], [-0.75461, -2.77713, 0.10302], [-5.75818, 0.78513, -3.21917], [-4.31884, 1.79927, -3.12120], [-5.55042, 1.90976, -1.86324], [-4.82472, -1.39614, -3.13632], [-4.13756, -3.64119, -2.98642], [-4.08496, -4.17425, -1.29777], [-2.58657, -3.93562, -2.17489], [-2.48872, -0.77654, 2.15906], [-2.31707, 0.89420, 1.57665], [-1.08998, -0.33878, 1.15185], [-3.70151, 1.47471, -0.19360], [-0.55970, 0.26962, -1.53284], [-0.13455, 0.62142, -3.01253], [0.04828, -0.95553, -3.93750], [0.19814, -2.13143, -3.23093], [0.16434, -3.34156, -3.90263], [-0.06411, -3.36344, -5.26890], [-0.20867, -2.17748, -5.97207], [-0.15177, -0.96153, -5.30901], [1.59169, 1.04633, -2.69611], [2.54156, 0.92529, -3.69093], [3.84672, 1.30216, -3.42572], [4.18589, 1.80226, -2.17949], [3.22019, 1.93905, -1.19778], [1.91021, 1.56988, -1.45270], [-1.56965, 0.26853, -1.44259], [0.32031, -2.10436, -2.14674], [0.29992, -4.25922, -3.34882], [-0.13367, -4.30500, -5.79366], [-0.38085, -2.21001, -7.03839], [-0.27860, -0.03239, -5.84643], [2.26002, 0.53258, -4.65548], [4.59081, 1.22722, -4.20257], [5.20374, 2.09568, -1.97530], [3.48163, 2.35716, -0.23867], [1.14131, 1.70641, -0.70475]],
  "forces_ev_per_angstrom": [[-0.074, -0.210, 0.018], [-0.008, -0.151, 0.015], [-0.233, 0.083, 0.119], [-0.012, 0.066, -0.127], [0.217, 0.107, 0.141], [-0.029, -0.101, -0.163], [0.145, -0.003, -0.004], [0.055, 0.064, 0.112], [-0.238, -0.243, -0.330], [-0.543, -0.072, -0.093], [0.044, 0.477, 0.716], [0.111, -0.439, -0.906], [0.385, 0.668, 0.799], [0.107, -0.026, -0.049], [0.130, -0.597, -0.689], [-0.289, 0.028, 0.135], [0.190, -0.036, -0.044], [0.019, 0.038, 0.066], [-0.141, -0.049, -0.059], [-0.093, 0.156, 0.107], [-0.139, 0.100, 0.077], [0.029, 0.068, -0.090], [0.118, 0.066, 0.073], [-0.141, 0.036, 0.121], [0.115, 0.036, 0.096], [0.032, -0.125, 0.050], [-0.141, 0.027, 0.056], [-0.018, -0.162, -0.090], [-0.023, -0.014, -0.150], [-0.041, 0.072, 0.079], [0.128, 0.056, 0.107], [-0.276, -0.006, -0.045], [0.152, 0.034, 0.005], [0.105, -0.022, -0.017], [-0.008, -0.052, -0.093], [-0.085, 0.009, -0.019], [0.052, 0.015, -0.017], [-0.056, 0.022, -0.004], [0.110, 0.071, 0.015], [0.053, 0.029, 0.093], [-0.060, -0.079, 0.029], [0.067, -0.152, 0.231], [-0.095, -0.062, -0.044], [0.003, -0.067, -0.153], [-0.024, -0.171, 0.014], [-1.190, 0.400, -0.260], [-0.047, -0.183, 0.104], [1.498, 0.379, -0.184], [-0.110, 0.056, -0.072], [-0.052, 0.105, -0.067], [-0.087, 0.097, -0.024], [-0.077, -0.060, -0.103], [0.006, -0.020, -0.100], [0.022, -0.092, -0.008], [0.095, -0.093, -0.046], [0.115, -0.033, 0.123], [0.116, 0.030, 0.053], [-0.370, 0.218, 0.381], [-0.008, 0.085, 0.046], [0.256, -0.408, 0.813], [0.809, -0.747, -0.073], [-0.143, 0.559, 0.125], [0.045, -0.040, 0.348], [-0.033, 0.035, 0.027], [0.078, -0.010, -0.077], [0.010, -0.031, -0.113], [0.009, 0.072, 0.061], [-0.313, 0.171, -0.160], [-0.062, -0.063, -0.034], [-0.018, 0.041, -0.086], [0.034, -0.021, 0.002], [-0.054, 0.110, -0.159], [-0.131, 0.247, -0.040], [-0.105, 0.012, -0.043], [-0.120, -0.104, -0.362], [-0.053, -0.074, 0.037], [0.027, -0.077, -0.023], [-0.014, 0.067, -0.055], [-0.069, 0.082, -0.070], [0.059, -0.082, -0.153], [0.114, -0.080, -0.067], [0.125, 0.020, 0.014], [0.021, 0.006, 0.172], [0.016, -0.066, -0.015]],
  "lowdin_charge": [1.12, -0.04, -0.56, -0.04, -0.06, -0.17, -0.03, -0.08, -0.45, 1.12, -0.53, 0.05, -0.28, 0.06, -0.29, -0.07, -0.09, -0.08, -0.10, -0.21, 0.08, 0.09, 0.08, 0.08, 0.08, 0.09, 0.09, 0.09, 0.08, 0.11, 0.11, 0.08, 0.08, 0.10, 0.10, 0.08, -0.05, -0.28, 0.00, -0.20, -0.02, -0.08, -0.26, -0.05, -0.03, -0.65, 0.07, -0.16, 0.07, 0.08, 0.08, 0.11, 0.08, 0.09, 0.08, 0.11, 0.07, 0.02, 0.12, -0.39, 1.09, -0.37, -0.10, -0.06, -0.07, -0.08, -0.10, -0.38, -0.08, -0.07, -0.07, -0.07, -0.12, -0.02, 0.04, 0.12, 0.11, 0.11, 0.11, 0.11, 0.11, 0.11, 0.11, 0.09]
}